Here is a structure of composition C24H33N2NiO10P2SSi from the Open Molecules 2025 dataset. Energies are from ωB97M-V/def2-TZVPD.

Structure (XYZ):
```
74
Properties=species:S:1:pos:R:3:mulliken_spin:R:1
Ni -0.326 -0.537 -0.130 1.712
C 3.098 -2.254 -1.865 0.001
Si 2.787 -0.485 -1.323 0.004
C 4.534 0.214 -1.120 0.003
C 2.123 0.578 -2.717 0.001
N 1.716 -0.413 0.034 0.078
C 2.135 -0.858 1.271 0.016
C 3.447 -0.747 1.782 0.002
C 3.835 -1.282 2.999 0.002
C 2.932 -1.966 3.798 -0.001
C 1.619 -2.062 3.360 0.002
C 1.246 -1.492 2.162 -0.020
O -0.082 -1.580 1.729 0.016
C -1.073 -1.586 2.708 0.008
C -2.058 -2.544 2.583 0.001
C -3.087 -2.572 3.513 -0.002
C -3.111 -1.657 4.555 0.003
C -2.109 -0.701 4.656 -0.002
C -1.082 -0.653 3.728 0.000
H 4.059 -2.334 -2.379 0.000
H 2.326 -2.663 -2.515 0.000
H 3.135 -2.880 -0.970 0.000
H 4.956 0.280 -2.129 0.000
H 5.198 -0.420 -0.534 0.000
H 4.542 1.219 -0.693 0.000
H 2.499 0.224 -3.683 0.000
H 2.502 1.593 -2.572 0.000
H 1.039 0.650 -2.766 0.000
H 4.173 -0.201 1.206 -0.001
H 4.862 -1.157 3.324 0.000
H 3.229 -2.403 4.742 0.000
H 0.873 -2.567 3.960 0.000
H -2.016 -3.231 1.748 0.000
H -3.874 -3.310 3.416 0.000
H -3.916 -1.678 5.277 0.000
H -2.137 0.032 5.453 0.000
H -0.310 0.101 3.774 0.000
N -2.732 -1.954 -4.257 0.000
C -2.478 -1.558 -2.809 0.002
C -3.667 -2.065 -2.016 0.000
P -2.215 0.273 -2.696 0.002
O -1.876 0.524 -4.288 0.001
O -3.457 0.970 -2.329 0.002
O -0.921 0.485 -1.955 0.031
P -0.919 -2.533 -2.503 0.012
O 0.045 -1.785 -3.567 0.000
O -1.245 -3.864 -3.093 0.002
O -0.437 -2.361 -1.100 0.036
H -3.723 -1.871 -4.477 0.000
H -2.404 -2.939 -4.308 0.000
H -2.193 -1.351 -4.881 0.000
H -4.570 -1.517 -2.299 0.000
H -3.502 -1.902 -0.956 0.001
H -3.800 -3.135 -2.195 0.000
H -1.843 1.473 -4.452 0.000
H 0.308 -0.910 -3.244 0.001
C 0.812 6.521 0.156 0.000
C 0.361 5.105 0.398 0.001
C -0.812 4.828 1.087 0.000
C -1.221 3.524 1.339 0.004
C -0.455 2.467 0.876 -0.007
C 0.727 2.719 0.186 -0.008
C 1.125 4.024 -0.041 -0.001
S -2.674 0.893 0.754 0.005
O -0.827 1.173 1.110 0.048
O -3.299 0.847 2.056 0.007
O -2.395 -0.483 0.230 0.033
H -0.023 7.218 0.233 0.000
H 1.250 6.630 -0.837 0.000
H 1.568 6.832 0.881 0.000
H -1.426 5.648 1.444 0.000
H -2.131 3.333 1.894 0.000
H 1.318 1.877 -0.146 0.007
H 2.048 4.206 -0.581 0.000
```

Values from the calculation:
Orbital gap (alpha / beta) ... 6.76 / 6.71 eV
2S+1 ... 3
Maximum force ... 0.009 hartree/bohr
⟨S²⟩ ... 2.0036
Net charge ... -1